(A)
The following is a DFT calculation (ωB97M-V/def2-TZVPD) of a cluster of 3 separate species, C5H14O2 in total.

Each line ends with the Löwdin charge.
Cartesian coordinates (Å):
C -0.189 -3.660 -0.791  -0.07
C -0.429 -2.249 -0.213  -0.22
C 0.694 -1.634 0.663  -0.15
C 0.158 -1.340 1.966  0.01
C 0.233 -0.166 2.707  0.26
H -0.684 -4.380 -0.138  0.08
H -0.842 -3.817 -1.659  0.09
H 0.847 -3.792 -1.080  0.08
H -0.700 -1.592 -1.043  0.12
H -1.380 -2.266 0.341  0.11
H 1.089 -0.774 0.115  0.14
H 1.520 -2.361 0.652  0.16
H -0.260 -2.180 2.520  0.15
H 0.477 0.755 2.184  0.11
H 0.000 -0.133 3.763  0.11
H 1.105 1.598 -3.496  0.02
H 2.544 2.086 -3.365  0.06
O 1.984 1.280 -3.323  -0.07
H -2.647 5.765 0.913  0.02
H -1.453 5.787 0.030  0.03
O -2.344 6.144 0.089  -0.05

## Properties
Spin multiplicity   2
Kohn-Sham gap (alpha / beta)   8.43 / 4.54 eV
Net charge   +1



(B)
The following is a DFT calculation (ωB97M-V/def2-TZVPD) of a cluster of 2 separate species, C5H14O2 in total.

Each line ends with the Löwdin charge.
Cartesian coordinates (Å):
C -0.979 1.561 1.120  -0.14
O -1.416 2.157 -0.099  0.19
C -0.789 0.110 0.806  -0.13
C 0.615 -0.451 0.674  -0.39
C 1.516 0.480 -0.202  -0.01
C 0.707 -1.916 0.323  -0.05
H -1.791 1.707 1.846  0.16
H -0.078 2.105 1.440  0.18
H -2.155 2.768 0.073  0.17
H -1.382 -0.093 -0.108  0.14
H -1.284 -0.504 1.591  0.18
H 1.089 -0.445 1.696  0.17
H 1.097 0.502 -1.214  0.08
H 1.426 1.505 0.141  0.07
H 2.549 0.155 -0.185  0.10
H 1.216 -2.592 0.993  0.09
H 1.054 -2.116 -0.690  0.09
H -0.320 -2.317 0.256  0.09
H 0.139 -0.662 -3.395  0.06
H -0.703 -0.743 -2.141  -0.03
O -0.515 -1.210 -2.927  -0.02

## Properties
Spin multiplicity   2
Kohn-Sham gap (alpha / beta)   11.06 / 4.27 eV
Net charge   +1



Stability, highest: (A)



(A)
The following is a DFT calculation (ωB97M-V/def2-TZVPD) of the ion C2H3N2O2 with charge -1.

Each line ends with the Löwdin charge.
Cartesian coordinates (Å):
O -1.553 -2.308 1.261  -0.33
N -0.487 -1.857 0.578  -0.33
C 0.150 -0.692 0.854  -0.20
C 0.363 0.119 -0.210  -0.16
N -0.416 -0.439 -1.377  -0.06
O -0.858 -1.809 -0.884  -0.16
H 0.238 -0.449 1.984  0.13
H 0.968 0.999 -0.478  0.06
H -1.224 0.115 -1.629  0.06

## Properties
Structure (SMILES)   [O-]N1C=CNO1
Kohn-Sham gap (alpha / beta)   6.07 / 6.07 eV
Net charge   -1



(B)
The following is a DFT calculation (ωB97M-V/def2-TZVPD) of a structure of composition C2H3N2O2.

Each line ends with the Löwdin charge.
Cartesian coordinates (Å):
C -0.454 -0.908 0.057  -0.26
C -0.726 0.618 0.098  -0.42
N 0.687 -1.281 -0.255  0.03
N 1.702 -0.022 -0.484  -0.16
O 2.440 0.047 0.482  -0.19
O 0.342 1.214 -0.462  -0.28
H -1.334 -1.683 0.031  0.09
H -1.643 0.786 -0.557  0.08
H -1.013 1.228 1.090  0.11

## Properties
Kohn-Sham gap   7.40 eV
Net charge   -1



Stability, highest: (B)



(A)
The following is a DFT calculation (ωB97M-V/def2-TZVPD) of a cluster of 2 separate species, C5H8Cl2 in total.

Each line ends with the Löwdin charge.
Cartesian coordinates (Å):
C -2.169 0.541 0.651  -0.48
C 0.490 -0.652 -0.384  -0.11
C -0.059 -1.949 -0.369  -0.10
C 1.338 1.640 0.023  -0.14
C 1.422 0.186 -0.291  -0.65
Cl -3.036 -0.883 0.509  0.63
Cl 3.197 -0.417 -0.527  0.48
H -2.149 1.024 -0.244  -0.03
H -0.092 -2.430 0.516  0.06
H 0.263 -2.430 -1.218  0.07
H -1.203 -1.816 -0.434  0.02
H 1.610 2.325 -0.838  0.09
H 2.060 2.015 0.804  0.09
H 0.221 1.895 0.221  0.09
H -1.895 0.949 1.579  0.01

## Properties
Kohn-Sham gap (alpha / beta)   7.91 / 8.31 eV



(B)
The following is a DFT calculation (ωB97M-V/def2-TZVPD) of an isolated molecule of C5H8Cl2.

Each line ends with the Löwdin charge.
Cartesian coordinates (Å):
C -2.329 -0.306 -1.137  -0.10
C -1.315 -0.128 -0.062  -0.18
C -0.001 -0.274 -0.183  -0.73
Cl 0.720 -0.738 -1.690  0.70
C 0.970 -0.101 0.941  -0.76
C 2.139 0.809 0.613  -0.15
Cl 1.602 -1.736 1.389  0.58
H -2.868 0.627 -1.297  0.08
H -1.866 -0.611 -2.070  0.04
H -3.055 -1.059 -0.837  0.08
H -1.703 0.153 0.908  0.11
H 0.438 0.255 1.826  0.10
H 2.684 0.437 -0.251  0.05
H 1.766 1.807 0.391  0.09
H 2.819 0.865 1.459  0.07

## Properties
Structure (SMILES)   C/C=C(\Cl)[C@H](C)Cl
Kohn-Sham gap   10.26 eV



(C)
The following is a DFT calculation (ωB97M-V/def2-TZVPD) of an isolated molecule of C5H8Cl2.

Each line ends with the Löwdin charge.
Cartesian coordinates (Å):
C -0.526 -0.849 1.146  0.03
C 0.765 0.728 -0.416  -0.74
C -0.416 -0.368 -0.182  -0.88
C 0.754 2.114 0.252  -0.14
C -0.499 -1.565 -1.196  -0.17
Cl 2.217 -0.027 -0.548  0.74
Cl -1.899 0.634 -0.758  0.58
H 0.021 -1.728 1.365  0.06
H -0.777 -0.262 2.016  0.07
H 1.425 2.911 -0.103  0.08
H 0.823 2.006 1.333  0.07
H -0.365 2.241 0.020  0.03
H -1.457 -2.133 -1.242  0.08
H 0.359 -2.366 -0.988  0.11
H -0.239 -1.265 -2.227  0.07

## Properties
Kohn-Sham gap (alpha / beta)   8.88 / 7.55 eV



Stability, highest: (B)



(A)
The following is a DFT calculation (ωB97M-V/def2-TZVPD) of a cluster of 2 separate species, C3H12N2O in total.

Each line ends with the Löwdin charge.
Cartesian coordinates (Å):
N 0.748 1.687 2.283  -0.02
C -0.210 0.550 2.043  -0.27
C 0.412 -0.396 1.047  -0.29
O -0.481 -1.487 0.823  -0.11
H 0.336 2.247 3.024  0.05
H 1.538 1.242 2.753  0.06
H -1.104 1.018 1.627  0.11
H -0.470 0.028 2.966  0.11
H 1.349 -0.826 1.419  0.11
H 0.678 0.135 0.136  0.09
H -0.757 -1.437 -0.118  0.04
C 0.210 -0.347 -2.831  -0.17
N -0.889 -0.642 -1.909  -0.07
H 0.680 -1.283 -3.127  0.07
H -0.031 0.192 -3.757  0.07
H 0.929 0.301 -2.329  0.07
H -1.586 -1.209 -2.380  0.08
H -1.351 0.226 -1.669  0.08

## Properties
Structure (SMILES)   NCCO.CN
Kohn-Sham gap   10.47 eV



(B)
The following is a DFT calculation (ωB97M-V/def2-TZVPD) of a cluster of 2 separate species, C3H12N2O in total.

Each line ends with the Löwdin charge.
Cartesian coordinates (Å):
C -0.211 1.230 1.990  -0.06
N 0.172 0.329 0.777  -0.14
C 0.327 1.102 -0.361  -0.41
C 0.752 0.504 -1.641  -0.30
N -0.194 -0.552 -2.066  0.00
H 0.174 2.215 1.741  0.06
H -1.270 1.354 1.926  0.05
H 0.061 0.756 2.960  0.08
H 0.906 -0.438 0.856  0.13
H 1.006 1.922 -0.162  0.10
H -0.703 1.490 -0.488  0.13
H 1.964 0.279 -1.453  0.16
H 0.783 1.277 -2.476  0.11
H 0.382 -1.337 -2.393  0.08
H -0.899 -0.617 -1.390  0.02
O -0.733 -3.021 0.776  -0.10
H -1.532 -2.572 0.368  0.06
H -0.984 -3.921 1.037  0.03

## Properties
Structure (SMILES)   CNCCN.O
Kohn-Sham gap   9.16 eV



(C)
The following is a DFT calculation (ωB97M-V/def2-TZVPD) of a cluster of 3 separate species, C3H12N2O in total.

Each line ends with the Löwdin charge.
Cartesian coordinates (Å):
C 2.407 -1.434 -1.485  -0.09
C 2.270 -1.460 -0.176  -0.09
H 1.693 -1.790 -2.220  0.04
H 3.416 -1.340 -1.895  0.05
H 1.324 -1.718 0.335  0.05
H 2.928 -1.243 0.659  0.04
N -1.762 0.035 -0.952  0.01
C -0.914 -0.465 -2.012  -0.34
O -1.723 -1.095 -2.984  -0.06
H -2.593 -0.451 -0.682  0.06
H -1.514 0.840 -0.414  0.06
H -0.186 -1.167 -1.624  0.07
H -0.454 0.391 -2.494  0.11
H -2.502 -0.602 -3.194  0.07
N 0.191 3.629 6.352  0.00
H -0.687 4.035 6.679  0.00
H -0.063 2.953 5.652  -0.01
H 0.542 3.211 7.213  0.01

## Properties
Structure (SMILES)   C=C.NCO.N
Kohn-Sham gap   9.99 eV



Stability, highest: (A)



(A)
The following is a DFT calculation (ωB97M-V/def2-TZVPD) of a cluster of 2 separate species, C3H12N2O in total.

Each line ends with the Löwdin charge.
Cartesian coordinates (Å):
C 0.071 -1.238 -1.109  -0.05
C 0.478 0.229 -0.576  -0.43
N 0.260 0.613 0.818  0.02
C -0.061 1.291 -1.579  -0.27
N 0.346 2.677 -1.309  -0.01
H 0.879 -1.394 -1.841  0.08
H 0.274 -1.771 -0.174  0.06
H -0.972 -1.249 -1.348  0.06
H 1.551 0.148 -0.743  0.11
H -0.675 0.823 1.014  0.04
H 0.825 0.163 1.593  0.10
H -1.080 1.153 -1.725  0.07
H 0.169 1.013 -2.618  0.11
H 0.357 2.993 -0.342  0.05
H -0.446 3.191 -1.668  0.05
O -1.040 -2.864 3.753  -0.06
H -0.486 -2.139 3.980  0.00
H -0.449 -3.640 3.872  0.05

## Properties
Structure (SMILES)   C[C@H](N)CN.O
Kohn-Sham gap   9.59 eV



(B)
The following is a DFT calculation (ωB97M-V/def2-TZVPD) of a cluster of 3 separate species, C3H12N2O in total.

Each line ends with the Löwdin charge.
Cartesian coordinates (Å):
C -1.856 -1.545 -0.095  -0.08
C -2.813 -0.643 0.224  -0.09
H -1.184 -1.293 -0.962  0.05
H -1.680 -2.452 0.469  0.04
H -2.958 0.285 -0.364  0.05
H -3.407 -0.798 1.089  0.02
N 1.985 -0.703 1.009  0.01
C 2.141 -0.615 -0.445  -0.33
O 0.908 -0.302 -1.126  -0.15
H 1.739 0.207 1.385  0.05
H 1.235 -1.359 1.234  0.06
H 2.867 0.177 -0.695  0.11
H 2.461 -1.600 -0.829  0.11
H 0.594 0.540 -0.740  0.00
N 0.099 2.274 -0.075  0.01
H 0.673 2.736 0.628  0.03
H -0.882 2.192 0.230  0.03
H 0.079 2.900 -0.940  0.07

## Properties
Structure (SMILES)   C=C.NCO.N
Kohn-Sham gap   9.92 eV



Stability, highest: (B)



(A)
The following is a DFT calculation (ωB97M-V/def2-TZVPD) of the ion C2H3N4O with charge -1.

Each line ends with the Löwdin charge.
Cartesian coordinates (Å):
C -0.027 0.088 0.002  -0.09
N -1.409 -0.254 -0.033  -0.17
N -2.086 -1.434 -0.056  -0.03
N -3.338 -1.147 -0.012  -0.13
N -3.554 0.149 0.051  -0.02
C -2.360 0.699 0.049  -0.36
O -1.682 2.259 -0.029  -0.44
H 0.134 0.455 1.079  0.10
H 0.695 -0.749 -0.090  0.07
H 0.253 0.994 -0.582  0.08

## Properties
Structure (SMILES)   Cn1nnnc1[O-]
Kohn-Sham gap   7.86 eV
Net charge   -1



(B)
The following is a DFT calculation (ωB97M-V/def2-TZVPD) of the ion C2H3N4O with charge -1.

Each line ends with the Löwdin charge.
Cartesian coordinates (Å):
C -2.285 -0.529 0.035  -0.60
C 0.040 0.104 -0.001  -0.08
N -3.528 -0.217 -0.008  -0.11
N -4.545 0.369 -0.081  0.05
N -1.571 1.815 0.080  0.03
N -1.347 0.622 0.052  -0.31
O -1.813 -1.700 0.067  -0.17
H 0.628 0.800 -0.596  0.06
H 0.441 0.055 1.014  0.07
H 0.024 -0.898 -0.429  0.06

## Properties
Kohn-Sham gap (alpha / beta)   5.97 / 5.97 eV
Net charge   -1



Stability, highest: (A)